Below is a single C4H8N2S molecule at a distorted geometry, with properties calculated with ωB97M-V/def2-TZVPD.

Values from the calculation:
SMILES   C=C(C)/N=C\NS
Electronic energy   -18091.829 eV
LUMO level   0.80 eV
Gap between HOMO and LUMO   9.54 eV
ΔE to the lowest compared entry with this formula, charge and spin   184.6 kJ/mol
E_HOMO   -8.740 eV
F_max   2.5 eV/Å

Each line ends with the Löwdin charge.
Element x y z (Å)
C: -1.65972 0.73554 1.39659  0.01
C: -1.55954 0.91055 0.07123  -0.43
C: -1.75456 2.25656 -0.63172  -0.04
N: -1.20801 -0.13198 -0.80276  0.07
C: -0.13237 -0.73115 -0.70450  -0.31
N: 0.89529 -0.52352 0.21095  -0.43
S: 2.41361 -1.22436 0.07576  0.74
H: -1.93081 1.55268 2.09212  0.06
H: -1.51162 -0.25695 1.90193  0.08
H: -0.81305 2.50369 -1.13040  0.08
H: -2.55863 2.10518 -1.33807  0.07
H: -2.07407 2.93193 0.14517  0.06
H: 0.03024 -1.57059 -1.37553  0.11
H: 0.74343 0.17084 0.93991  0.07
H: 2.32297 -2.28749 0.90583  -0.15